# 1
89
Properties=species:S:1:pos:R:3 method="wB97M-V/def2-TZVPD" homo_ev=-9.625 smiles="CC(C)CCC1=C(Br)C(=O)C(CC(C)C)=CC1=O.O=C1OC[C@@H](F)O1.O=C1OC[C@@H](F)O1.O=C1OC[C@@H](F)O1.O=C1OC[C@@H](F)O1.O=C1OC[C@@H](F)O1" molar_mass_g_mol=843.5 total_charge=0 e_tot_ev=-150130.2851
C 4.23588 2.63677 1.03795
C 3.82703 2.90205 -0.47217
C 4.07728 1.56201 -1.25030
C 2.34514 3.37422 -0.44774
C 1.61172 3.32187 -1.82114
C 0.10251 3.10532 -1.69466
C -0.46813 1.93068 -1.48118
Br 0.56368 0.31504 -1.25196
C -1.99767 1.75386 -1.40549
O -2.41317 0.65458 -1.56863
C -2.88250 2.95185 -1.14896
C -4.34949 2.89052 -0.70970
C -4.72828 1.68957 0.22022
C -3.65091 1.34057 1.29231
C -5.22327 0.41768 -0.58008
C -2.32838 4.14268 -1.36326
C -0.88490 4.27434 -1.84622
O -0.53269 5.27706 -2.37251
H 3.59815 3.27752 1.66326
H 5.31109 2.81929 1.17887
H 3.96622 1.58575 1.26181
H 4.51601 3.65514 -0.89154
H 4.79030 1.75802 -2.07964
H 4.58013 0.80481 -0.62041
H 3.17105 1.09619 -1.66898
H 1.80521 2.84715 0.36390
H 2.36673 4.44283 -0.14352
H 1.98326 2.54820 -2.51319
H 1.78246 4.29083 -2.32939
H -5.01425 2.82603 -1.59614
H -4.64547 3.81236 -0.17244
H -5.62029 2.01871 0.79394
H -3.28546 2.28015 1.74747
H -2.82922 0.72176 0.89206
H -4.15418 0.76709 2.09398
H -5.06806 0.59078 -1.65432
H -4.55424 -0.41261 -0.27873
H -6.27128 0.16900 -0.35320
H -2.87481 5.08411 -1.22233
C 1.57823 -3.84446 -1.86994
C 2.75380 -3.96507 -2.79502
O 3.26666 -2.64014 -2.81807
C 2.95035 -2.09458 -1.60794
O 3.43234 -1.10790 -1.16952
O 2.00558 -2.82449 -0.96614
F 2.36325 -4.30615 -4.04844
H 0.67520 -3.51567 -2.38869
H 1.36191 -4.76449 -1.34421
H 3.53020 -4.65368 -2.45480
C -2.13444 -2.63728 0.51974
C -1.61161 -2.71494 1.92676
O -0.97303 -3.98521 1.95428
C -0.55618 -4.22018 0.68218
O 0.24085 -5.04561 0.37452
O -1.15382 -3.38722 -0.20100
F -2.62108 -2.71277 2.82956
H -3.11033 -3.11401 0.40973
H -2.19874 -1.61476 0.14965
H -0.88916 -1.93754 2.18376
C -7.47687 0.32664 -5.23046
C -7.71837 -0.69572 -4.15519
O -7.29164 -0.02638 -2.98162
C -7.49726 1.30394 -3.21316
O -7.50433 2.13337 -2.37104
O -7.69838 1.55268 -4.53342
F -6.94500 -1.79367 -4.33789
H -6.45230 0.30157 -5.60657
H -8.16210 0.22280 -6.06934
H -8.76224 -0.99743 -4.04485
C 5.64809 4.81214 5.87706
C 6.14420 3.60249 5.13402
O 5.28764 3.55180 4.00908
C 4.91568 4.84180 3.75658
O 4.42423 5.20987 2.74845
O 5.19168 5.65062 4.81554
F 5.97610 2.47195 5.86370
H 4.81366 4.57936 6.54149
H 6.43122 5.30042 6.45369
H 7.18201 3.67141 4.80068
C 3.04690 -6.65789 3.34221
C 2.93848 -6.62240 1.84407
O 3.24717 -7.95383 1.47227
C 2.85554 -8.73754 2.51992
O 2.71558 -9.90820 2.46118
O 2.63988 -7.99414 3.63984
F 3.86826 -5.79159 1.30279
H 4.07019 -6.50273 3.69053
H 2.39693 -5.93161 3.82625
H 1.94788 -6.35735 1.46982

# 2
23
Properties=species:S:1:pos:R:3 method="wB97M-V/def2-TZVPD" homo_ev="-12.246 / -13.688" molar_mass_g_mol=115.2 total_charge=+1 e_tot_ev=-9535.8723
C 0.22734 -0.86255 0.09562
C 0.82928 0.38512 0.42130
C 0.27604 -2.37229 0.08303
C -3.22784 0.14319 0.27854
C 2.12746 0.31775 1.23669
C -0.00045 1.65374 0.48053
C 0.22871 0.33194 -2.09902
O 1.05076 -0.13343 -0.97387
H -0.58351 -2.58218 0.81198
H 1.16483 -2.72490 0.61565
H 0.22501 -2.88512 -0.88076
H -4.01789 0.70324 0.71359
H -2.64381 -0.47833 0.96814
H -3.07994 0.21593 -0.79923
H 2.90869 -0.44425 0.93196
H 1.93564 -0.09849 2.27007
H 2.52706 1.25228 1.19585
H 0.52699 2.48029 -0.09045
H 0.18556 1.97264 1.55753
H -1.10900 1.61272 0.34003
H -0.55678 0.98407 -1.92338
H 0.95750 1.03889 -2.62589
H 0.04836 -0.51028 -2.60792

# 3
99
Properties=species:S:1:pos:R:3 method="wB97M-V/def2-TZVPD" homo_ev="-12.929 / -13.438" molar_mass_g_mol=1080.4 multiplicity=2 total_charge=+2 e_tot_ev=-272504.8301
W 0.19024 -0.22600 -0.87095
C 2.81767 0.10811 3.80458
C 2.35126 -1.10906 3.33741
C 2.31566 -1.35575 1.96998
C 2.74399 -0.38934 1.06247
C 3.21642 0.83844 1.54591
C 3.25011 1.07995 2.90588
P 2.68642 -0.68342 -0.73581
C 4.25090 -0.11418 -1.37916
C 5.42621 -0.47922 -0.71804
C 6.64602 -0.06873 -1.22718
C 6.69392 0.70737 -2.38044
C 5.52618 1.06983 -3.03633
C 4.30024 0.65388 -2.53955
C 2.22360 -2.39565 -0.94155
C 2.90817 -3.58088 -1.15500
C 2.16212 -4.73165 -1.36049
C 0.76925 -4.68170 -1.34896
C 0.10585 -3.48578 -1.13268
C 0.81744 -2.28894 -0.94287
H 2.86322 0.30058 4.86927
H 2.03671 -1.88153 4.02841
H 1.98735 -2.31635 1.60354
H 3.57608 1.59571 0.86021
H 3.62717 2.02584 3.27382
H 5.39029 -1.06534 0.19267
H 7.56218 -0.34904 -0.72459
H 7.65044 1.03175 -2.76915
H 5.56994 1.67112 -3.93461
H 3.38737 0.92381 -3.05991
H 3.99065 -3.60983 -1.17873
H 2.66228 -5.67509 -1.53762
H 0.20546 -5.59070 -1.51869
H -0.98326 -3.50452 -1.16540
Se 1.19295 2.16439 -1.04480
P -0.44869 2.86163 0.21501
Se -1.91080 1.24326 -0.30158
C -0.07452 2.89166 1.96349
C -0.41469 1.84201 2.80887
C -0.12766 1.92983 4.16117
C 0.50694 3.05706 4.66433
C 0.86005 4.10076 3.81721
C 0.56430 4.02716 2.46637
C -1.09873 4.44879 -0.26123
C -2.29117 4.87272 0.33143
C -2.80788 6.11197 0.00283
C -2.13183 6.92794 -0.90007
C -0.94510 6.50679 -1.48104
C -0.42518 5.25905 -1.16918
H -0.91900 0.96971 2.41794
H -0.41029 1.12035 4.82233
H 0.71809 3.13037 5.72373
H 1.35032 4.98153 4.21068
H 0.81857 4.85500 1.81443
H -2.81036 4.24418 1.04699
H -3.73429 6.44500 0.45132
H -2.53880 7.89888 -1.15121
H -0.42631 7.14595 -2.18287
H 0.49202 4.92532 -1.63901
C -5.02069 -0.64061 1.11232
Si -4.28463 -1.31110 -0.48061
C -4.77358 -0.19851 -1.90219
C -4.84265 -3.05763 -0.89188
Ge -1.88657 -1.43911 0.05495
Si -0.24154 -0.54543 -3.40492
C -0.19833 1.16603 -4.18187
C 1.14579 -1.59847 -4.11213
C -1.89763 -1.34337 -3.76274
Si -1.79614 -2.71604 2.17480
C -0.43022 -3.99913 2.20505
C -1.63189 -1.44719 3.54569
C -3.35991 -3.73090 2.35057
H -6.01583 -0.24971 0.87909
H -4.44688 0.18275 1.54222
H -5.14391 -1.40533 1.88022
H -5.86280 -0.11060 -1.81294
H -4.57277 -0.66799 -2.86740
H -4.37030 0.81298 -1.91166
H -5.65471 -2.98941 -1.62079
H -5.21926 -3.59562 -0.02259
H -4.06089 -3.66671 -1.35181
H 0.80849 1.58650 -4.17370
H -0.86943 1.86698 -3.68354
H -0.51835 1.07491 -5.22523
H 2.13709 -1.23789 -3.82753
H 1.08540 -1.55377 -5.20420
H 1.06313 -2.64337 -3.80867
H -2.70359 -0.62750 -3.58029
H -2.09495 -2.24993 -3.18787
H -1.92547 -1.61165 -4.82351
H 0.58071 -3.69265 1.94918
H -0.69665 -4.84181 1.56342
H -0.41521 -4.37910 3.23327
H -0.62786 -1.01689 3.56240
H -1.80167 -1.94348 4.50593
H -2.36297 -0.63993 3.46025
H -3.56126 -4.34128 1.46859
H -4.25752 -3.15889 2.58555
H -3.19006 -4.42414 3.18100

# 4
14
Properties=species:S:1:pos:R:3 method="wB97M-V/def2-TZVPD" homo_ev="-14.486 / -14.181" molar_mass_g_mol=145.1 total_charge=+1 e_tot_ev=-36607.9748
C -1.26827 0.12447 -0.41242
C 0.86735 1.35311 0.88518
N -0.79564 -1.23331 -0.66963
Si 2.02761 -0.12173 0.87375
Cl 2.25613 -0.94938 -1.02774
Cl 0.94736 -1.54482 1.86234
H -2.05926 0.09831 0.33375
H -1.10630 0.94503 -1.05648
H 1.08193 2.16244 0.19882
H 0.43798 1.73519 1.93987
H -0.40051 -1.39742 0.24585
H 0.08482 -1.16350 -1.19862
H -1.64249 -1.65817 -1.02911
H 3.48821 -0.35777 1.18506

# 5
87
Properties=species:S:1:pos:R:3 method="wB97M-V/def2-TZVPD" homo_ev=-2.539 molar_mass_g_mol=629.6 total_charge=-1 e_tot_ev=-69707.8218
C 3.02829 -0.47344 -4.82897
C 4.22769 -0.46970 -3.86929
P 5.45431 -1.61327 -4.16820
O 6.86653 -1.14812 -4.01669
O 5.25562 -2.35574 -5.60625
O 5.23107 -2.93599 -3.23008
H 3.22315 0.10680 -5.74153
H 2.14002 -0.01392 -4.37682
H 2.73222 -1.48069 -5.12747
H 4.71228 0.50744 -3.91942
H 6.12565 -2.54765 -5.96834
H 5.39697 -2.65189 -2.32327
C 3.08298 -3.47455 2.48624
C 2.31606 -2.94357 1.29380
O 2.53043 -1.53935 1.09913
C 3.69808 -1.21217 0.52577
O 4.54566 -1.98638 0.17414
O 3.74448 0.11288 0.43799
C 4.93210 0.61702 -0.18897
H 2.84081 -2.89931 3.38185
H 2.82579 -4.52003 2.66029
H 4.15639 -3.40598 2.31690
H 1.24278 -3.04135 1.45446
H 2.57174 -3.48085 0.38127
H 5.07246 0.16876 -1.17392
H 5.80061 0.43113 0.44375
H 4.79556 1.68687 -0.30521
C -0.86053 0.96416 0.54876
C -0.38272 0.61316 1.93873
O -1.47392 0.57130 2.88793
C -2.21069 -0.52556 2.85736
O -2.02852 -1.49995 2.17372
O -3.21576 -0.38107 3.73329
C -4.13632 -1.47330 3.75241
H -1.42304 1.89905 0.56283
H -0.00504 1.07513 -0.11671
H -1.50801 0.18495 0.14835
H 0.28718 1.38098 2.31861
H 0.15210 -0.33499 1.94672
H -3.61737 -2.41742 3.90284
H -4.70480 -1.50829 2.82319
H -4.80665 -1.28410 4.58663
C 4.77396 8.30563 -1.40011
C 5.20800 7.00270 -2.03637
O 5.49666 5.99593 -1.05564
C 4.42961 5.40526 -0.51726
O 3.27976 5.63544 -0.78820
O 4.85733 4.51163 0.37176
C 3.81472 3.80874 1.05305
H 5.51988 8.64319 -0.67917
H 4.65355 9.07282 -2.16549
H 3.82549 8.18614 -0.87879
H 6.14138 7.13308 -2.58043
H 4.45906 6.62812 -2.73313
H 3.12763 3.34951 0.34595
H 3.27299 4.48402 1.71459
H 4.29891 3.03428 1.63970
C -3.15191 -5.28341 1.43933
C -2.27747 -4.33912 0.64261
O -1.37920 -5.05188 -0.22516
C -1.91472 -5.53533 -1.34052
O -3.06113 -5.41646 -1.69370
O -0.95859 -6.17310 -2.01478
C -1.39088 -6.77712 -3.23441
H -2.53725 -5.99990 1.98643
H -3.75287 -4.71822 2.15275
H -3.82296 -5.84146 0.78724
H -1.63639 -3.76277 1.30231
H -2.87168 -3.63563 0.06146
H -1.89286 -6.05092 -3.86959
H -2.06031 -7.61138 -3.02781
H -0.49053 -7.13665 -3.72293
C -5.57437 2.04956 2.96927
C -6.83554 1.22016 2.89190
O -7.99207 2.01359 2.56929
C -8.11116 2.34675 1.28670
O -7.37606 2.01943 0.39283
O -9.20196 3.10556 1.15428
C -9.42632 3.58119 -0.17544
H -5.70460 2.87733 3.66793
H -4.73914 1.43624 3.30568
H -5.32056 2.46974 1.99683
H -7.06620 0.78171 3.86147
H -6.73886 0.41012 2.16881
H -9.43303 2.75776 -0.88585
H -8.65823 4.30043 -0.45489
H -10.39767 4.06629 -0.15831

# 6
25
Properties=species:S:1:pos:R:3 method="wB97M-V/def2-TZVPD" homo_ev="-12.428 / -12.428" smiles="COc1[n+]#cc(C)cc1N=[S@@](C)(=O)O" molar_mass_g_mol=215.3 total_charge=+1 e_tot_ev=-28418.9843
C 2.30673 0.56518 -0.57024
C 1.32626 -1.03807 0.53464
C 2.61458 -0.58332 0.08948
C 0.11108 -0.39099 0.37195
C 0.17131 0.97729 -0.11322
C 3.97072 -1.14247 0.05558
C -0.61396 3.18930 0.43531
C -3.28921 -2.11891 -0.40206
N 1.38474 1.40183 -0.55510
N -1.03163 -1.06696 0.61033
O -3.21638 0.42585 0.77868
O -1.96638 0.04425 -1.36547
O -0.82323 1.77655 0.10905
S -2.42606 -0.55381 0.03289
H 1.48129 -2.00584 1.02456
H -1.12441 0.52460 -1.32431
H 4.65782 -0.38577 0.36367
H 4.26729 -1.62019 -0.85498
H 3.98619 -1.93701 0.70393
H -0.29553 3.89635 -0.29499
H 0.23568 3.12369 1.06942
H -1.67801 3.52564 0.78938
H -3.68912 -1.83221 -1.39275
H -2.40700 -2.64166 -0.61321
H -3.95275 -2.13331 0.51746

# 7
61
Properties=species:S:1:pos:R:3 method="wB97M-V/def2-TZVPD" homo_ev=-2.012 molar_mass_g_mol=665.6 total_charge=-2 e_tot_ev=-108690.3688
K -13.50816 7.22886 0.42085
S -16.83079 7.16724 -0.40849
C -17.00238 7.50193 1.21862
N -16.01394 7.59654 2.10896
C -16.46308 7.73822 3.34812
C -15.60956 7.73639 4.46784
C -16.11291 7.97223 5.72724
C -17.49253 8.20223 5.89806
C -18.38063 8.24501 4.76415
C -17.87015 7.99528 3.50236
S -18.65434 7.68581 1.99054
H -14.62315 7.32144 4.32582
H -15.38623 7.95543 6.47978
H -17.81039 8.42178 6.88618
H -19.47643 8.31530 4.98599
Cl -12.63383 10.53529 2.35246
C -12.92711 10.44236 4.05926
C -14.02765 11.06386 4.67928
C -14.21973 11.01536 6.05514
C -13.38899 10.26659 6.85473
C -12.38970 9.49645 6.24485
Cl -11.57576 8.32713 7.14012
C -12.22761 9.45629 4.84676
N -11.35388 8.57760 4.22848
C -10.00631 8.61451 4.00826
C -9.23905 9.73551 4.33319
C -7.85862 9.64245 4.16756
C -7.25814 8.58995 3.50179
C -8.05483 7.57892 2.98313
C -9.40319 7.43823 3.39587
C -10.19312 6.18175 3.26286
C -11.43422 6.04090 2.33887
O -11.52628 5.19218 1.41473
O -12.40540 6.82691 2.72875
H -14.77553 11.40937 3.96246
H -14.99558 11.61962 6.48119
H -13.55579 10.22555 7.98341
H -11.79698 7.86176 3.50413
H -9.75109 10.63998 4.64964
H -7.19568 10.39012 4.47616
H -6.17742 8.59517 3.41769
H -7.57525 6.98545 2.24151
H -10.49210 5.78739 4.27364
H -9.49773 5.38002 2.95631
O -13.65117 8.15101 -4.48249
C -13.75551 8.39669 -3.29437
O -13.66770 7.51393 -2.36760
C -13.90421 9.87074 -2.88101
C -13.14798 10.90235 -3.44980
C -13.16346 12.22006 -2.93703
C -14.12033 12.48432 -1.91384
O -14.19631 13.62392 -1.09232
C -14.79859 13.13674 0.13737
O -15.46221 11.86207 -0.18066
C -14.87802 11.44297 -1.38024
C -14.77610 10.11680 -1.76986
H -12.45009 10.70923 -4.24958
H -12.52028 12.96447 -3.38550
H -15.49113 13.94767 0.41548
H -13.90232 12.96206 0.85257
H -15.26773 9.23367 -1.33894

# 8
62
Properties=species:S:1:pos:R:3 method="wB97M-V/def2-TZVPD" homo_ev=-3.580 molar_mass_g_mol=819.9 total_charge=-2 e_tot_ev=-98616.3170
Pd -1.46217 -0.29766 -0.62443
F 4.93127 0.20519 2.51917
C 4.14369 -0.41574 3.40049
F 4.81014 -1.47915 3.86464
F 3.94629 0.42171 4.42879
S 2.51145 -0.89170 2.67523
O 1.89419 -1.60215 3.75840
O 1.94472 0.35824 2.25307
N 2.97056 -1.88596 1.54836
S 2.68262 -1.74515 0.00122
O 2.91215 -3.02699 -0.61045
O 1.52525 -0.98365 -0.33179
C 4.09090 -0.73948 -0.64798
F 5.27697 -1.26275 -0.30292
F 4.04742 0.51519 -0.20251
F 4.03695 -0.70152 -1.98599
F -3.39262 0.76891 -4.83904
C -2.99024 1.71317 -3.97027
F -1.81188 2.18865 -4.42144
F -3.87817 2.71756 -4.05618
C -2.89173 1.13771 -2.53052
O -3.62279 1.59236 -1.67557
O -1.92844 0.29534 -2.46500
O 0.75836 -3.50832 -1.37728
C -0.01319 -4.54715 -1.74283
C 0.55221 -5.80175 -1.99344
C -0.23383 -6.87911 -2.36469
C -1.60717 -6.72780 -2.49422
C -2.16904 -5.48455 -2.24130
C -1.40867 -4.38341 -1.86738
C -2.15076 -3.08021 -1.57082
O -1.33546 -2.17359 -1.19535
O -3.36050 -3.00314 -1.74692
H 1.67636 -3.76180 -1.20751
H 1.62609 -5.91725 -1.88942
H 0.23328 -7.84001 -2.55061
H -2.23061 -7.56551 -2.78240
H -3.23591 -5.31914 -2.32339
C -3.21138 3.89134 1.45372
C -1.87269 4.61512 1.35429
C -0.66326 3.65807 1.31356
C 0.64034 4.45527 1.13126
C 1.88557 3.57773 1.06302
C -0.58101 2.93903 2.65386
O -0.41038 3.53583 3.69808
N -0.72106 1.57535 2.63654
C -0.99000 0.85682 1.49595
O -1.16108 -0.37001 1.53062
N -1.08195 1.43528 0.29868
C -0.86132 2.75770 0.08216
O -0.86548 3.27022 -1.01812
H -4.03452 4.60854 1.47169
H -3.27686 3.29337 2.36707
H -3.36846 3.22722 0.60123
H -1.73184 5.29665 2.19688
H -1.83848 5.19628 0.43127
H 0.71496 5.15467 1.96791
H 0.52998 5.03006 0.21099
H 2.03475 3.00886 1.98002
H 2.77730 4.18558 0.89969
H 1.82107 2.85167 0.24844
H -0.58192 1.05994 3.49351